1.
{
  "formula": "C42H55GeMoN4Sb2",
  "method": "ωB97M-V/def2-TZVPD",
  "elements": ["Mo", "C", "Sb", "C", "C", "C", "C", "C", "C", "C", "C", "C", "Sb", "C", "C", "H", "H", "H", "H", "H", "H", "H", "H", "H", "H", "H", "H", "H", "H", "H", "H", "H", "H", "H", "H", "N", "C", "C", "C", "N", "C", "C", "H", "H", "H", "H", "H", "H", "C", "C", "N", "C", "C", "C", "C", "N", "H", "H", "H", "H", "H", "H", "H", "H", "H", "H", "H", "H", "H", "H", "C", "Ge", "C", "C", "C", "C", "C", "C", "C", "C", "C", "C", "C", "C", "C", "C", "C", "C", "C", "C", "H", "H", "H", "H", "H", "H", "H", "H", "H", "H", "H", "H", "H", "H", "H"],
  "xyz": [[-0.146, -0.338, 0.911], [0.527, -2.264, -2.942], [-0.864, -1.546, -1.462], [-1.570, -3.532, -0.767], [-2.616, -1.117, -2.719], [-3.835, -1.314, -1.930], [-4.470, -2.604, -1.935], [-5.673, -2.851, -1.280], [-6.235, -1.789, -0.572], [-5.597, -0.556, -0.500], [-4.407, -0.280, -1.181], [-3.814, 1.058, -1.052], [-2.544, 0.831, 0.761], [-3.976, 0.627, 2.393], [-2.406, 2.967, 1.062], [0.195, -3.227, -3.232], [1.477, -2.336, -2.452], [0.620, -1.528, -3.724], [-1.646, -4.192, -1.613], [-2.510, -3.489, -0.198], [-0.797, -3.942, -0.175], [-2.576, -1.800, -3.569], [-2.520, -0.089, -3.089], [-3.969, -3.352, -2.506], [-6.183, -3.816, -1.293], [-7.141, -1.970, -0.074], [-5.995, 0.165, 0.181], [-4.582, 1.811, -0.765], [-3.071, 1.354, -1.791], [-4.448, 1.604, 2.577], [-3.421, 0.316, 3.278], [-4.722, -0.087, 2.111], [-2.956, 3.198, 1.968], [-2.751, 3.550, 0.183], [-1.358, 3.179, 1.265], [2.333, 2.942, 5.578], [1.795, 2.305, 4.473], [2.615, 1.921, 3.331], [2.013, 1.406, 2.201], [0.693, 1.011, 2.275], [-0.122, 1.450, 3.279], [0.376, 2.126, 4.364], [3.343, 2.865, 5.748], [1.735, 3.164, 6.414], [3.707, 1.955, 3.388], [2.583, 1.123, 1.289], [-1.152, 1.164, 3.137], [-0.336, 2.446, 5.125], [2.586, -4.422, 5.364], [2.359, -4.311, 3.853], [1.065, -3.711, 3.356], [-0.178, -4.258, 3.994], [-0.462, -5.633, 3.432], [1.057, -2.679, 2.503], [2.349, -2.213, 1.914], [-0.041, -2.065, 2.039], [3.608, -4.827, 5.524], [1.943, -5.191, 5.826], [2.535, -3.401, 5.849], [2.404, -5.324, 3.435], [3.168, -3.737, 3.332], [-1.006, -3.508, 3.863], [-0.023, -4.307, 5.082], [-0.427, -5.504, 2.335], [-1.481, -6.030, 3.669], [0.292, -6.399, 3.700], [2.880, -3.107, 1.510], [3.002, -1.700, 2.643], [2.199, -1.555, 1.065], [-0.879, -2.612, 2.255], [0.771, 0.226, -0.620], [1.339, 1.406, -2.069], [2.312, 3.030, -1.423], [2.183, 3.595, -0.142], [3.132, 4.428, 0.394], [4.210, 4.812, -0.405], [4.174, 4.540, -1.745], [3.225, 3.682, -2.284], [-0.208, 2.353, -2.889], [-0.801, 3.311, -2.044], [-1.790, 4.206, -2.556], [-2.300, 3.987, -3.830], [-1.838, 2.921, -4.571], [-0.824, 2.084, -4.133], [2.425, 0.842, -3.580], [3.419, -0.136, -3.413], [4.176, -0.517, -4.529], [3.973, 0.055, -5.780], [3.045, 1.047, -5.896], [2.268, 1.471, -4.819], [1.383, 3.282, 0.514], [3.062, 4.799, 1.426], [5.046, 5.404, -0.028], [4.924, 4.925, -2.444], [3.227, 3.466, -3.369], [-0.460, 3.561, -1.033], [-2.259, 4.999, -1.931], [-3.121, 4.535, -4.259], [-2.302, 2.779, -5.533], [-0.489, 1.270, -4.796], [3.606, -0.563, -2.443], [5.008, -1.206, -4.363], [4.499, -0.411, -6.602], [2.989, 1.586, -6.836], [1.442, 2.205, -4.983]],
  "spin_multiplicity": 3,
  "orbital_gap_ev": [5.973, 6.521],
  "e_above_lowest_kcal_mol": 6.5,
  "s_squared": 2.0930,
  "charge": 1,
  "total_energy_ev": -121843.0115
}

2.
{
  "formula": "C27H42BClNO21",
  "method": "ωB97M-V/def2-TZVPD",
  "elements": ["C", "C", "C", "Cl", "B", "N", "C", "C", "C", "H", "H", "H", "H", "H", "H", "H", "H", "H", "H", "H", "H", "H", "H", "C", "C", "O", "C", "O", "O", "H", "H", "H", "H", "C", "C", "O", "C", "O", "O", "H", "H", "H", "H", "C", "C", "O", "C", "O", "O", "H", "H", "H", "H", "C", "C", "O", "C", "O", "O", "H", "H", "H", "H", "C", "C", "O", "C", "O", "O", "H", "H", "H", "H", "C", "C", "O", "C", "O", "O", "H", "H", "H", "H", "C", "C", "O", "C", "O", "O", "H", "H", "H", "H"],
  "xyz": [[0.326, 2.965, 0.844], [-0.422, 2.089, 1.858], [-0.814, 0.755, 1.262], [-1.657, -0.271, 2.541], [-1.674, 0.833, -0.146], [-2.346, 2.228, -0.330], [-3.337, 2.517, 0.393], [-4.363, 1.553, 0.956], [-3.603, 3.977, 0.730], [0.688, 2.394, -0.001], [1.144, 3.451, 1.372], [-0.337, 3.757, 0.521], [0.236, 1.902, 2.713], [-1.307, 2.565, 2.276], [0.102, 0.225, 1.038], [-2.417, -0.128, -0.211], [-0.846, 0.688, -1.061], [-5.323, 2.072, 0.970], [-4.427, 0.640, 0.383], [-4.132, 1.341, 1.997], [-3.706, 4.087, 1.812], [-2.763, 4.567, 0.401], [-4.518, 4.323, 0.249], [-5.715, 8.711, -1.296], [-6.039, 8.201, 0.091], [-5.066, 7.174, 0.275], [-4.011, 7.434, -0.540], [-2.975, 6.862, -0.509], [-4.316, 8.445, -1.402], [-5.911, 9.774, -1.419], [-6.239, 8.158, -2.078], [-5.897, 8.963, 0.860], [-7.044, 7.793, 0.174], [0.455, -3.959, 1.127], [-0.154, -2.861, 0.292], [0.951, -2.482, -0.556], [1.794, -3.518, -0.636], [2.724, -3.582, -1.388], [1.468, -4.490, 0.248], [-0.258, -4.731, 1.402], [0.937, -3.579, 2.029], [-0.973, -3.212, -0.336], [-0.498, -2.023, 0.888], [-3.231, -1.682, -4.152], [-2.205, -2.233, -3.188], [-2.827, -2.017, -1.925], [-4.163, -1.938, -2.112], [-4.977, -1.925, -1.248], [-4.455, -1.880, -3.443], [-3.250, -2.208, -5.104], [-3.098, -0.614, -4.334], [-2.038, -3.306, -3.323], [-1.251, -1.713, -3.233], [2.111, -8.283, -0.531], [2.126, -7.205, -1.590], [1.717, -7.923, -2.762], [1.014, -9.012, -2.365], [0.398, -9.721, -3.092], [1.111, -9.181, -1.022], [1.844, -7.908, 0.454], [3.061, -8.819, -0.463], [1.407, -6.413, -1.389], [3.106, -6.762, -1.735], [3.030, -0.604, 1.486], [4.139, -1.080, 2.397], [3.634, -0.755, 3.693], [2.274, -0.681, 3.614], [1.556, -0.594, 4.552], [1.873, -0.731, 2.317], [2.924, -1.207, 0.588], [3.140, 0.443, 1.199], [4.292, -2.161, 2.339], [5.086, -0.577, 2.219], [6.046, -4.525, -2.537], [5.794, -5.909, -3.090], [7.119, -6.430, -3.235], [7.931, -5.760, -2.378], [9.054, -6.066, -2.136], [7.285, -4.700, -1.838], [5.263, -4.185, -1.863], [6.187, -3.781, -3.323], [5.242, -6.543, -2.394], [5.278, -5.901, -4.047], [0.397, 7.547, 3.212], [0.155, 6.139, 2.720], [1.485, 5.614, 2.641], [2.272, 6.321, 3.483], [3.388, 6.035, 3.774], [1.612, 7.412, 3.956], [-0.402, 7.921, 3.848], [0.562, 8.253, 2.395], [-0.420, 5.538, 3.427], [-0.333, 6.103, 1.749]],
  "orbital_gap_ev": 5.702,
  "charge": -1,
  "total_energy_ev": -86368.4316
}

3.
{
  "formula": "C20H46O3P4SeSn",
  "method": "ωB97M-V/def2-TZVPD",
  "elements": ["Sn", "P", "P", "P", "H", "C", "C", "H", "C", "C", "C", "C", "C", "C", "C", "C", "C", "H", "H", "H", "H", "H", "H", "H", "H", "H", "H", "H", "H", "H", "H", "H", "H", "H", "H", "H", "H", "H", "H", "H", "H", "H", "H", "H", "H", "H", "C", "C", "C", "C", "C", "C", "Se", "H", "H", "H", "H", "H", "H", "C", "O", "P", "O", "C", "O", "C", "H", "H", "H", "H", "H", "H", "H", "H", "H"],
  "xyz": [[-0.963, -0.094, -0.626], [1.435, 1.941, 0.604], [-2.672, 1.216, 1.041], [-0.840, 1.861, -2.343], [3.043, -2.909, -1.765], [3.346, -2.061, -2.393], [3.818, -0.913, -1.874], [3.935, -0.770, -0.789], [2.445, 1.206, 1.894], [0.797, 3.440, 1.324], [2.613, 2.393, -0.652], [-4.302, 0.461, 0.672], [-2.604, 1.043, 2.855], [-3.072, 2.994, 0.876], [0.570, 1.452, -3.435], [-0.664, 3.654, -2.106], [-2.241, 1.815, -3.515], [3.226, -2.219, -3.473], [4.137, -0.067, -2.505], [2.920, 0.285, 1.528], [1.829, 0.957, 2.768], [3.163, 1.998, 2.114], [0.151, 3.276, 2.193], [0.301, 4.113, 0.617], [1.728, 3.911, 1.650], [3.041, 1.549, -1.208], [3.411, 2.859, -0.054], [2.247, 3.158, -1.346], [-5.023, 0.682, 1.476], [-4.205, -0.627, 0.581], [-4.712, 0.829, -0.276], [-3.621, 1.072, 3.273], [-2.024, 1.848, 3.322], [-2.148, 0.098, 3.161], [-3.963, 3.203, 1.486], [-3.299, 3.284, -0.156], [-2.261, 3.634, 1.241], [0.284, 1.726, -4.459], [0.810, 0.381, -3.406], [1.470, 2.017, -3.159], [-0.915, 4.102, -3.076], [0.356, 3.957, -1.841], [-1.361, 4.049, -1.357], [-1.928, 2.436, -4.363], [-3.162, 2.232, -3.078], [-2.445, 0.796, -3.873], [-2.145, -2.948, -2.915], [-0.802, -3.348, -2.970], [-0.450, -4.500, -3.679], [-1.418, -5.244, -4.342], [-2.755, -4.844, -4.309], [-3.121, -3.695, -3.609], [-2.705, -1.363, -2.000], [0.555, 0.775, 0.622], [-0.059, -2.732, -2.463], [0.586, -4.800, -3.724], [-1.148, -6.143, -4.897], [-3.523, -5.403, -4.840], [-4.151, -3.350, -3.580], [0.309, 0.193, 5.282], [0.494, -0.254, 3.934], [0.511, -1.871, 3.521], [1.405, -2.480, 4.724], [2.702, -2.007, 5.129], [1.630, -1.825, 2.266], [2.685, -2.753, 1.989], [-0.295, -0.489, 5.889], [-0.227, 1.144, 5.241], [1.283, 0.335, 5.756], [3.062, -1.136, 4.552], [2.617, -1.748, 6.193], [3.409, -2.832, 4.979], [3.599, -2.423, 2.502], [2.423, -3.774, 2.297], [2.871, -2.754, 0.904]],
  "orbital_gap_ev": [3.029, 5.094],
  "e_above_lowest_kcal_mol": 39.1,
  "charge": 4,
  "total_energy_ev": -135919.0210
}

4.
{
  "formula": "C35H34N5O10SSn",
  "method": "ωB97M-V/def2-TZVPD",
  "elements": ["Sn", "O", "C", "O", "C", "C", "C", "N", "C", "C", "C", "C", "C", "C", "C", "N", "C", "C", "C", "C", "C", "N", "H", "H", "H", "H", "H", "H", "H", "H", "H", "H", "C", "C", "C", "O", "C", "O", "O", "H", "H", "H", "H", "H", "H", "H", "O", "N", "C", "C", "C", "C", "C", "H", "H", "H", "H", "H", "C", "C", "C", "C", "C", "C", "C", "S", "O", "O", "N", "C", "C", "C", "O", "O", "H", "H", "H", "H", "H", "H", "H", "H", "H", "H", "H", "H"],
  "xyz": [[-0.828, -0.372, -0.308], [-7.563, 0.081, 2.860], [-6.906, -0.939, 2.956], [-7.010, -2.000, 3.543], [-5.555, -0.867, 2.079], [-4.638, -1.893, 2.132], [-3.459, -1.769, 1.393], [-3.233, -0.702, 0.637], [-4.122, 0.281, 0.564], [-5.319, 0.234, 1.283], [-3.788, 1.438, -0.288], [-4.497, 2.637, -0.208], [-4.110, 3.702, -1.000], [-3.015, 3.555, -1.836], [-2.366, 2.332, -1.851], [-2.759, 1.301, -1.121], [-2.445, -2.838, 1.394], [-2.569, -3.969, 2.203], [-1.659, -5.001, 2.065], [-0.627, -4.870, 1.150], [-0.520, -3.672, 0.458], [-1.408, -2.701, 0.572], [-4.865, -2.751, 2.742], [-6.064, 1.010, 1.247], [-5.324, 2.744, 0.472], [-4.639, 4.641, -0.941], [-2.665, 4.370, -2.445], [-1.479, 2.165, -2.450], [-3.358, -4.048, 2.928], [-1.744, -5.883, 2.682], [0.081, -5.666, 0.987], [0.305, -3.465, -0.212], [-2.186, 2.615, 2.875], [-0.824, 2.587, 2.185], [0.092, 3.745, 2.564], [-1.035, 2.516, 0.811], [-0.167, 1.187, 2.707], [0.513, 1.280, 3.703], [-0.501, 0.201, 2.031], [-2.763, 3.470, 2.528], [-2.069, 2.671, 3.953], [-2.723, 1.706, 2.612], [-0.378, 4.690, 2.296], [1.041, 3.667, 2.036], [0.292, 3.736, 3.631], [-0.175, 2.490, 0.354], [-1.437, -1.684, -2.433], [-1.461, -1.139, -3.583], [-0.407, -1.258, -4.412], [-0.442, -0.727, -5.682], [-1.566, -0.041, -6.119], [-2.629, 0.096, -5.237], [-2.553, -0.464, -3.983], [0.443, -1.783, -3.998], [0.411, -0.860, -6.330], [-1.618, 0.368, -7.117], [-3.522, 0.624, -5.524], [-3.340, -0.402, -3.250], [5.455, -3.950, -0.896], [5.753, -2.528, -0.536], [5.628, -2.081, 0.775], [5.865, -0.754, 1.095], [6.221, 0.129, 0.094], [6.366, -0.296, -1.212], [6.135, -1.625, -1.523], [6.481, 1.861, 0.480], [6.899, 2.513, -0.726], [7.291, 1.977, 1.658], [4.997, 2.489, 0.906], [3.839, 2.152, 0.111], [3.012, 1.029, 0.737], [1.830, 0.625, -0.129], [1.067, 1.506, -0.583], [1.658, -0.597, -0.331], [5.400, -4.574, -0.011], [6.215, -4.345, -1.564], [4.496, -4.004, -1.409], [5.330, -2.773, 1.549], [5.784, -0.401, 2.113], [6.666, 0.423, -1.960], [6.242, -1.965, -2.543], [4.849, 2.432, 1.902], [4.208, 1.852, -0.874], [3.219, 3.047, -0.021], [2.623, 1.348, 1.710], [3.618, 0.137, 0.885]],
  "spin_multiplicity": 2,
  "orbital_gap_ev": [6.587, 3.894],
  "e_above_lowest_kcal_mol": 53.1,
  "s_squared": 0.7591,
  "charge": 0,
  "total_energy_ev": -81437.3197
}

5.
{
  "formula": "C19H23N10SV",
  "method": "ωB97M-V/def2-TZVPD",
  "elements": ["V", "C", "C", "N", "C", "S", "N", "N", "C", "C", "C", "C", "C", "C", "C", "N", "H", "H", "H", "H", "H", "H", "H", "H", "H", "H", "H", "H", "H", "N", "C", "C", "N", "C", "C", "N", "C", "C", "N", "H", "H", "H", "H", "H", "H", "N", "C", "C", "C", "N", "H", "H", "H", "H"],
  "xyz": [[0.185, 0.062, 0.201], [-1.716, -5.671, 0.537], [-2.020, -4.581, 1.550], [-2.289, -3.290, 0.927], [-1.309, -2.481, 0.470], [-1.798, -1.154, -0.544], [-0.053, -2.805, 0.798], [0.806, -1.836, 0.259], [1.921, -2.169, -0.275], [2.486, -3.544, -0.228], [2.528, -1.065, -1.092], [3.793, -1.152, -1.659], [4.234, -0.150, -2.503], [3.393, 0.914, -2.781], [2.155, 0.943, -2.171], [1.725, -0.007, -1.338], [-1.569, -6.635, 1.027], [-0.810, -5.433, -0.019], [-2.537, -5.782, -0.174], [-1.182, -4.445, 2.231], [-2.891, -4.838, 2.155], [-3.183, -3.143, 0.491], [1.670, -4.265, -0.224], [3.057, -3.703, 0.689], [3.140, -3.749, -1.073], [4.421, -2.002, -1.434], [5.221, -0.205, -2.943], [3.679, 1.707, -3.457], [1.461, 1.755, -2.350], [-2.070, 0.977, 3.738], [-1.183, 0.134, 4.384], [-0.368, -0.361, 3.416], [-0.739, 0.162, 2.195], [-1.758, 0.948, 2.427], [-2.416, 1.623, 1.308], [-1.809, 1.822, 0.162], [-2.771, 2.368, -0.671], [-3.945, 2.500, -0.003], [-3.706, 2.015, 1.266], [-2.789, 1.525, 4.176], [-1.225, -0.027, 5.446], [0.435, -1.072, 3.504], [-2.564, 2.626, -1.696], [-4.909, 2.869, -0.303], [-4.394, 1.892, 1.985], [0.840, 3.035, 0.263], [1.658, 4.073, 0.495], [2.728, 3.604, 1.221], [2.451, 2.246, 1.400], [1.303, 1.897, 0.835], [-0.094, 3.036, -0.102], [1.418, 5.056, 0.125], [3.578, 4.160, 1.572], [3.035, 1.497, 1.912]],
  "spin_multiplicity": 4,
  "orbital_gap_ev": [7.087, 7.626],
  "s_squared": 3.7700,
  "charge": 1,
  "total_energy_ev": -71497.4018
}

6.
{
  "formula": "C20H23BrN2O3S",
  "method": "ωB97M-V/def2-TZVPD",
  "elements": ["C", "C", "S", "C", "C", "C", "N", "C", "C", "O", "Br", "C", "C", "N", "C", "C", "C", "C", "C", "C", "C", "C", "C", "O", "C", "C", "O", "H", "H", "H", "H", "H", "H", "H", "H", "H", "H", "H", "H", "H", "H", "H", "H", "H", "H", "H", "H", "H", "H", "H"],
  "xyz": [[3.912, 1.861, 2.957], [4.309, 0.981, 1.744], [3.809, 1.788, 0.194], [2.974, 0.513, -0.803], [1.434, 0.757, -1.119], [1.241, 0.125, -2.448], [1.107, -0.209, -3.539], [1.197, 2.277, -1.166], [-0.044, 2.776, -1.886], [-0.332, 2.612, -3.014], [-1.208, 3.939, -0.777], [0.549, -0.048, -0.113], [1.020, 0.193, 1.273], [1.314, 0.320, 2.374], [-0.966, 0.288, -0.083], [-1.771, -0.040, -1.343], [-3.253, 0.052, -1.004], [-3.926, -1.086, -0.564], [-5.274, -1.055, -0.247], [-5.985, 0.136, -0.335], [-5.324, 1.274, -0.774], [-3.978, 1.229, -1.118], [0.734, -1.577, -0.364], [0.452, -2.288, 0.851], [1.424, -3.174, 1.210], [0.906, -4.501, 1.714], [2.594, -2.916, 1.159], [3.553, 1.235, 3.770], [4.725, 2.518, 3.257], [3.073, 2.492, 2.663], [3.901, -0.023, 1.825], [5.396, 0.901, 1.748], [3.131, -0.440, -0.302], [3.475, 0.513, -1.769], [2.023, 2.709, -1.736], [1.182, 2.680, -0.159], [-1.388, -0.303, 0.735], [-1.087, 1.327, 0.225], [-1.598, 0.640, -2.177], [-1.615, -1.054, -1.706], [-3.410, -2.037, -0.472], [-5.792, -1.952, 0.070], [-7.035, 0.203, -0.084], [-5.855, 2.214, -0.855], [-3.517, 2.139, -1.482], [1.735, -1.806, -0.722], [0.017, -1.941, -1.094], [1.363, -4.662, 2.691], [-0.170, -4.453, 1.872], [1.197, -5.306, 1.047]],
  "orbital_gap_ev": 9.257,
  "e_above_lowest_kcal_mol": 0.0,
  "charge": 0,
  "total_energy_ev": -111112.8551
}